(1)
ORCA calculation (wB97M-V/def2-TZVPD) on a cluster of 2 separate species, C4H10O2 in total.

Output
Molecular weight in g mol⁻¹: 90.12
DFT total energy in eV: -8395.0153
Energy above the lowest of the compared OMol25 structures with the same formula, charge and spin in kcal/mol: 43.7
LUMO (spin up / spin down) in eV: -5.02 / -8.44
HOMO level (spin up / spin down) in eV: -15.33 / -15.31

```
! wB97M-V def2-TZVPD RIJCOSX def2/J DEFGRID3
* xyz 1 2
C -1.17262 0.81792 -1.76821
C 1.47961 -1.20472 0.18406
O 1.79542 -0.57442 1.41754
C 0.80622 -0.07490 -0.52326
C -0.55434 -0.07462 -0.80881
H -1.54690 0.20128 -2.61143
H -0.53891 1.57082 -2.20743
H -2.09268 1.23501 -1.35130
H 0.82021 -2.06666 0.32271
H 2.39523 -1.56108 -0.30247
H 1.59930 -1.20062 2.12592
H 1.43188 0.81746 -0.59481
H -1.26647 -0.75408 -0.33258
H -0.31350 0.70175 1.93851
H -1.77225 0.86704 2.50661
O -1.07020 1.29981 2.00492
*
```

Mulliken atomic charge list, values in e, 2 entries:
1. C -1.22
2. C -0.48

=====

(2)
ORCA calculation (wB97M-V/def2-TZVPD) on the ion C4H10O2PS with charge -1 in a non-equilibrium geometry.

Output
Molecular weight in g mol⁻¹: 153.16
DFT total energy in eV: -28528.8676
Energy above the lowest of the compared OMol25 structures with the same formula, charge and spin in kcal/mol: 95.4
LUMO in eV: 3.87
SMILES: CCP(CC)#S(=O)[O-]
HOMO level in eV: -2.83

```
! wB97M-V def2-TZVPD RIJCOSX def2/J DEFGRID3
* xyz -1 1
C 1.25586 -2.53235 -0.66006
C 0.98709 -1.16848 0.08866
P 0.05140 0.04912 -0.83195
C -0.10423 1.37928 0.45904
C -0.32074 2.70809 -0.17509
S -2.06234 -0.71178 0.08895
O -1.77756 -0.66931 1.52708
O -3.24079 0.26522 -0.41650
H 1.99607 -2.33380 -1.39948
H 1.64315 -3.25986 0.06848
H 0.31714 -2.87476 -1.17760
H 1.88563 -0.64588 0.38962
H 0.36729 -1.37151 1.06535
H -0.87026 0.92199 1.16799
H 0.91545 1.26359 0.90123
H 0.42679 2.60055 -0.93710
H -1.35432 2.88377 -0.64659
H -0.11562 3.49612 0.48794
*
```

Mulliken atomic charge list, values in e, 2 entries:
1. C -1.10
2. C -0.49

=====

(3)
ORCA calculation (wB97M-V/def2-TZVPD) on a cluster of 2 separate species, C4H10O2S in total in a non-equilibrium geometry.

Output
Molecular weight in g mol⁻¹: 122.19
DFT total energy in eV: -19239.1813
Energy above the lowest of the compared OMol25 structures with the same formula, charge and spin in kcal/mol: 41.7
LUMO in eV: 0.45
SMILES: O=CCCCS.O
HOMO level in eV: -9.01

```
! wB97M-V def2-TZVPD RIJCOSX def2/J DEFGRID3
* xyz 0 1
O -0.72911 2.02949 3.02770
C -0.09436 1.23612 2.39579
C -0.59097 0.39059 1.21703
C -0.41016 1.04422 -0.15559
C -1.39855 0.41032 -1.15627
S -0.69785 -1.32886 -1.36227
H 0.95845 0.92381 2.62482
H -1.67519 0.25900 1.40879
H -0.25033 -0.62337 1.51293
H -0.74284 2.10063 0.06753
H 0.58136 1.01086 -0.57686
H -1.52551 1.11117 -1.98856
H -2.32868 0.21318 -0.62704
H 0.61527 -1.04749 -1.34404
O 2.61080 -2.19840 -1.58258
H 3.25043 -2.46199 -2.25590
H 2.42724 -3.06928 -1.20548
*
```

Mulliken atomic charge list, values in e, 2 entries:
1. O -0.45
2. C -0.06

=====

(4)
ORCA calculation (wB97M-V/def2-TZVPD) on a cluster of 2 separate species, C4H10O3 in total in a non-equilibrium geometry.

Output
Molecular weight in g mol⁻¹: 106.12
DFT total energy in eV: -10450.6688
Energy above the lowest of the compared OMol25 structures with the same formula, charge and spin in kcal/mol: 59.4
LUMO in eV: 0.55
SMILES: O=CCCCO.O
HOMO level in eV: -10.02

```
! wB97M-V def2-TZVPD RIJCOSX def2/J DEFGRID3
* xyz 0 1
O 1.47477 2.17714 -2.40300
C 0.79664 1.13834 -2.24856
C 1.11435 0.12332 -1.04686
C 0.09610 -1.07876 -0.72997
C -0.68208 -0.88190 0.62055
O -1.63431 -1.87767 0.81129
H 0.06933 0.68328 -2.95731
H 1.23395 0.84983 -0.08455
H 2.12070 -0.46021 -1.32602
H -0.66160 -0.93326 -1.51500
H 0.60300 -2.04788 -0.90048
H 0.14578 -0.80009 1.39441
H -1.25317 0.10551 0.60113
H -1.23813 -2.63686 1.15399
O -0.94937 1.59995 3.06397
H -1.23580 2.40245 2.58353
H -0.00018 1.63682 2.98291
*
```

Mulliken atomic charge list, values in e, 2 entries:
1. O -0.49
2. C 0.09

=====

(5)
ORCA calculation (wB97M-V/def2-TZVPD) on a structure of composition C4H10O3 in a non-equilibrium geometry.

Output
Molecular weight in g mol⁻¹: 106.12
DFT total energy in eV: -10447.4237
Energy above the lowest of the compared OMol25 structures with the same formula, charge and spin in kcal/mol: 134.2
LUMO in eV: 0.78
HOMO level in eV: -9.82

```
! wB97M-V def2-TZVPD RIJCOSX def2/J DEFGRID3
* xyz 0 1
C -0.19350 -0.90330 1.82721
C 0.55134 -0.96424 -1.40647
C -0.25308 0.34289 0.87259
C 0.62109 0.14275 -0.39205
O 0.11938 1.44180 1.49689
O -1.23902 1.71707 -1.48693
O 0.21879 1.62905 -1.52352
H -0.50286 -0.58729 2.92282
H 0.95578 -1.13893 1.83765
H -0.75455 -1.81630 1.40834
H -0.48237 -1.11541 -1.93073
H 1.28719 -0.87780 -2.18538
H 0.85577 -1.84632 -0.78891
H -1.25651 0.42148 0.60630
H 1.68316 0.23510 0.00375
H -0.04117 2.18423 0.94256
H -1.56945 1.13522 -2.20411
*
```

Mulliken atomic charge list, values in e, 2 entries:
1. C -1.14
2. C -1.08

=====

(6)
ORCA calculation (wB97M-V/def2-TZVPD) on a cluster of 3 separate species, C4H10O3 in total in a non-equilibrium geometry.

Output
Molecular weight in g mol⁻¹: 106.12
DFT total energy in eV: -10450.5360
Energy above the lowest of the compared OMol25 structures with the same formula, charge and spin in kcal/mol: 62.4
LUMO in eV: 0.42
SMILES: C=C/C=C/O.O.O
HOMO level in eV: -8.37

```
! wB97M-V def2-TZVPD RIJCOSX def2/J DEFGRID3
* xyz 0 1
C 2.80879 -0.12589 -0.46855
C 1.71832 0.11060 -1.22042
C 0.47296 0.75226 -0.82635
C 0.33980 1.44658 0.33306
O -0.87630 1.45396 1.00063
H 3.63299 -0.74094 -0.79748
H 2.76801 0.18532 0.57102
H 1.81501 -0.09339 -2.29171
H -0.31039 0.75217 -1.57631
H 1.12109 1.97890 0.86715
H -1.03695 0.50890 1.20095
O -2.16112 -0.73576 1.73239
H -1.78552 -1.44293 1.20309
H -3.09124 -0.97138 1.71003
O -0.95523 -2.04308 -0.87062
H -1.78712 -1.87029 -1.34365
H -0.46760 -1.22386 -1.00346
*
```

Mulliken atomic charge list, values in e, 2 entries:
1. C -0.82
2. C 0.09

=====

Q: Among the records above, which one has the lowest molecular weight?
A: C4H10O2